# 1
Here is 2 unconnected molecules or ions with the total composition C9H14O in a non-equilibrium geometry from the OMol25 dataset. Energies are from ωB97M-V/def2-TZVPD.

```
24
Properties=species:S:1:pos:R:3
C -2.752 -2.090 0.357
H 2.522 -0.807 0.739
C -0.319 1.336 -0.804
C 1.254 -0.505 -0.985
C 1.711 -0.276 0.302
H -2.640 -1.510 -0.554
H -3.794 -2.317 0.513
C -2.207 -1.363 1.569
H 1.107 -1.920 -2.623
C 1.212 0.817 1.020
O -0.066 2.798 1.096
H 2.715 -1.569 -2.158
H 0.191 3.521 0.500
H -2.321 -1.948 2.486
H -1.184 -1.005 1.527
H -2.287 -3.043 0.138
H -1.233 1.819 -1.097
C 0.247 1.601 0.433
H -2.844 -0.504 1.763
C 1.731 -1.731 -1.745
H -0.191 0.126 -2.505
H 1.664 -2.639 -1.144
H 1.609 1.095 1.985
C 0.235 0.270 -1.520
```

## Properties
- energy relative to the best compared isomer or geometry (same formula, charge and spin) (kJ/mol) = 48.20
- largest force on an atom (eV/Å) = 1.67
- spin multiplicity = 1
- total charge = 0
- SMILES = Cc1ccc(O)cc1.CC

# 2
Here is a molecular structure, C3H9NO in a non-equilibrium geometry from the OMol25 dataset. Energies are from ωB97M-V/def2-TZVPD.

```
14
Properties=species:S:1:pos:R:3
H -0.485 -0.500 -1.994
H 0.776 -2.067 -0.115
H 1.611 -0.470 -0.495
H -2.056 0.213 -1.441
C -0.609 -0.479 0.172
H -1.259 0.071 0.923
H 0.755 0.559 1.338
O 0.868 1.934 0.820
C -0.959 0.162 -1.206
N 0.723 -0.543 1.502
H -0.648 1.255 -1.120
C 0.817 -0.998 0.216
H -1.206 -1.464 0.209
H 1.672 2.326 1.192
```

## Properties
- energy relative to the best compared isomer or geometry (same formula, charge and spin) (kJ/mol) = 663.78
- largest force on an atom (eV/Å) = 6.04
- spin multiplicity = 1
- total charge = 0

# 3
Here is C6H10O3 in the gas phase in a non-equilibrium geometry from the OMol25 dataset. Energies are from ωB97M-V/def2-TZVPD.

```
19
Properties=species:S:1:pos:R:3
C 0.397 -0.958 0.017
C 1.362 0.040 -0.289
H 0.681 -2.062 -0.064
C 1.048 -0.070 1.118
H -1.581 0.448 -1.882
O -0.959 1.869 -0.627
H -2.702 0.384 -0.357
H 3.284 0.356 -1.111
O 2.530 -0.405 -1.064
C -2.001 -1.624 -0.015
H -0.262 1.942 0.263
O 0.225 0.832 1.750
C -1.574 0.678 -0.702
H 0.936 0.845 -0.913
C -1.048 -0.706 -0.253
H 1.543 -0.688 1.891
H -0.569 0.197 2.043
H -1.715 -2.507 0.449
H -3.090 -1.449 -0.050
```

## Properties
- energy relative to the best compared isomer or geometry (same formula, charge and spin) (kJ/mol) = 509.46
- largest force on an atom (eV/Å) = 6.47
- spin multiplicity = 1
- total charge = 0
- SMILES = C=C(CO)C1[C@H](O)[C@H]1O

# 4
Here is a molecular structure, C3H5N3S2 in a non-equilibrium geometry from the OMol25 dataset. Energies are from ωB97M-V/def2-TZVPD.

```
13
Properties=species:S:1:pos:R:3
N -0.440 1.714 1.333
H 0.202 -0.808 -2.456
N -0.854 0.534 -0.591
S 1.519 -1.979 1.355
H 1.528 -1.652 -1.562
C -1.175 1.510 0.245
H -0.408 2.578 1.995
C 0.693 -0.664 0.792
C 0.505 -1.325 -1.495
S 0.221 0.260 2.152
H -1.922 2.331 0.023
H -0.196 -2.252 -1.402
N 0.327 -0.248 -0.389
```

## Properties
- energy relative to the best compared isomer or geometry (same formula, charge and spin) (kJ/mol) = 235.68
- largest force on an atom (eV/Å) = 4.45
- spin multiplicity = 1
- total charge = 0

# 5
Here is a gas-phase ion, C19H31N2O2 (charge +1) in a non-equilibrium geometry from the OMol25 dataset. Energies are from ωB97M-V/def2-TZVPD.

```
54
Properties=species:S:1:pos:R:3
H 0.721 -0.989 2.051
H 0.164 3.295 1.644
C -0.540 1.470 3.161
H -0.580 -2.487 3.457
C 0.849 2.972 -2.315
C 1.514 -2.755 2.040
C -0.663 1.829 -0.587
C -3.031 1.033 -1.086
H 0.947 -3.658 1.608
N 2.582 -2.203 0.039
H -1.702 -0.110 1.994
H 3.480 -3.193 1.393
C 0.447 2.490 -1.077
N 0.319 -1.727 1.692
H -2.444 1.726 -3.515
H -0.621 2.311 -5.522
H -0.363 -0.756 0.213
H -2.368 -0.919 -2.063
H 3.289 -1.581 1.656
H 1.662 3.413 -2.748
O -0.347 0.253 3.318
H -0.045 -2.430 -0.160
C -0.324 2.926 -4.652
C -0.695 -1.958 2.512
H 0.839 3.342 -5.090
C 3.699 -2.025 -0.837
H 1.713 -3.003 2.996
C -3.196 -1.334 -0.245
C 1.732 -1.223 -0.486
H -3.309 -2.427 -0.545
O -0.757 1.507 0.658
C -1.425 -0.702 2.738
H -0.794 3.990 -5.074
H 1.912 -0.340 -0.020
H 4.137 -3.091 -0.790
H 1.307 -1.062 -1.413
C -0.071 2.067 1.870
C 2.754 -2.533 1.237
C -0.260 2.622 -3.274
C -1.653 1.640 -1.552
H -3.801 1.244 -1.658
H -3.112 1.169 0.166
H -1.406 1.777 3.049
H -1.998 -0.661 3.481
H 4.264 -1.129 -0.697
C -2.817 -0.465 -1.251
H -1.367 -2.381 2.030
C 0.109 -1.525 0.334
H 3.577 -1.933 -1.836
C -1.451 1.856 -3.000
H 1.206 1.804 1.819
H 1.402 2.792 -0.315
H 0.150 2.084 4.051
H -3.635 -1.017 0.601
```

## Properties
- energy relative to the best compared isomer or geometry (same formula, charge and spin) (kJ/mol) = 1869.58
- largest force on an atom (eV/Å) = 13.98
- spin multiplicity = 1
- total charge = +1
- SMILES = C=CCc1cc(C)ccc1OCCOCC[NH+]1CCN(C)CC1

# 6
Here is C2HN3O3 in the gas phase in a non-equilibrium geometry from the OMol25 dataset. Energies are from ωB97M-V/def2-TZVPD.

```
9
Properties=species:S:1:pos:R:3
C -0.402 0.258 0.651
O -0.915 0.841 1.718
N 0.549 -0.983 -1.393
C 1.121 0.258 -1.066
H -1.574 0.187 2.185
O 1.970 0.994 -1.703
O 0.886 0.701 0.333
N -0.473 -1.614 -0.836
N -1.161 -0.643 0.111
```

## Properties
- energy relative to the best compared isomer or geometry (same formula, charge and spin) (kJ/mol) = 504.58
- largest force on an atom (eV/Å) = 7.67
- spin multiplicity = 1
- total charge = 0
- SMILES = O=c1nnnc(O)o1

# 7
Here is C12H11NS in the gas phase in a non-equilibrium geometry from the OMol25 dataset. Energies are from ωB97M-V/def2-TZVPD.

```
25
Properties=species:S:1:pos:R:3
H 0.413 0.889 2.735
H 0.269 -1.936 2.888
N 1.144 -1.994 -0.286
H -0.428 1.768 1.380
C 0.707 -1.265 -1.296
H 1.988 -1.418 2.680
C 0.531 2.807 -1.007
H 0.805 -2.535 -2.982
C 0.330 -1.644 -2.536
H -1.618 2.909 -1.663
C 0.956 -1.275 0.902
C -0.721 -1.002 -3.100
H 1.612 -2.983 1.959
H -1.140 -1.280 -4.123
C -0.703 0.858 -1.531
H -2.221 0.682 -3.059
H 0.824 3.780 -0.741
C 1.202 -1.901 2.159
H -1.344 0.407 2.093
C -0.661 2.322 -1.405
C -1.294 0.213 -2.583
C 0.380 -0.075 0.721
C 0.347 0.251 -0.756
C -0.218 0.760 1.799
S 1.729 1.536 -0.734
```

## Properties
- energy relative to the best compared isomer or geometry (same formula, charge and spin) (kJ/mol) = 238.45
- largest force on an atom (eV/Å) = 5.81
- spin multiplicity = 1
- total charge = 0
- SMILES = CC1=C(C)[C@]23SC=CC2=CC=CC3=N1

# 8
Here is 3 unconnected molecules or ions with the total composition C30H60Br2O6S2 in a non-equilibrium geometry from the OMol25 dataset. Energies are from ωB97M-V/def2-TZVPD.

```
100
Properties=species:S:1:pos:R:3
H -3.210 1.966 1.043
H 0.736 6.360 -5.826
H 0.777 1.686 -1.305
C 1.280 -2.959 -2.901
H -6.031 1.249 5.033
C 1.796 -0.841 -1.193
O 0.482 -0.409 -0.798
C -2.938 0.149 2.426
Br 3.299 -5.502 -1.821
O 2.261 -0.193 -2.441
O -1.416 0.915 0.566
H -4.142 4.454 9.835
H 7.241 -2.516 1.586
H -0.759 -3.664 -5.248
H -2.518 1.214 8.803
H -1.655 2.265 -1.089
C 2.074 -4.806 -0.456
H -3.060 1.324 -5.477
H 6.880 -4.283 1.874
H 4.694 -3.111 2.206
H -4.000 0.472 8.247
C -3.448 1.418 8.260
C 1.590 -3.473 -0.487
H -3.477 0.317 0.289
C 3.441 -1.067 0.973
H -5.224 2.631 8.551
H 0.547 3.379 -6.554
C -2.376 -3.864 -3.609
C -0.842 5.238 -4.851
C -2.114 1.701 -5.079
H 0.581 -6.213 0.467
C -5.223 0.968 5.713
C -1.324 -3.021 -4.506
C -2.800 0.899 1.004
O 3.404 -2.347 -2.025
Br 0.285 -3.091 0.982
H -2.436 -0.868 2.274
H 2.349 -6.730 0.630
C 1.628 -5.842 0.691
C -4.263 2.449 9.042
C -1.351 1.196 -0.853
H 0.905 -4.036 -2.773
S 3.677 -0.959 -2.958
H -0.326 5.495 -6.951
H 7.678 -4.742 -0.323
H -2.456 0.751 3.261
H -0.840 5.866 -3.954
H 2.841 -1.956 1.331
H -1.541 0.846 -4.707
C -1.344 2.439 -6.165
C -3.531 3.770 9.240
H 1.004 4.270 -4.321
S -0.194 -1.981 -3.459
C 7.159 -3.727 -0.288
H -1.853 -4.794 -3.222
C 4.926 -1.577 0.589
C 2.003 -2.388 -1.571
H -0.120 0.655 -2.595
H -5.678 0.641 6.650
H 5.198 -1.424 -0.498
C -0.025 3.978 -4.561
H -4.843 2.997 6.326
H -2.132 0.509 -1.346
H 4.472 -3.847 0.533
H -2.417 2.680 6.845
H -4.040 -0.060 2.661
H -0.420 3.504 -3.655
C 6.636 -3.408 1.193
C 0.018 2.951 -5.696
H -4.691 0.120 5.273
H 1.990 -3.021 -3.800
H 6.315 -3.772 -1.050
H 5.679 -0.956 1.194
H -3.900 2.466 4.949
O 4.948 -0.217 -2.725
H -1.186 1.754 -7.005
H 0.624 2.099 -5.367
H -4.497 2.030 10.027
H -2.519 1.001 6.372
C 2.745 -0.138 -0.114
H 1.752 -5.410 1.731
C 5.063 -3.076 1.117
C 0.087 0.801 -1.475
H -2.348 2.354 -4.235
C -0.297 6.056 -6.014
H -0.895 6.960 -6.152
H 2.091 0.607 0.466
O 3.607 -1.165 -4.448
C -3.091 1.818 6.826
H -2.809 -3.219 -2.779
H -3.319 4.261 8.288
H -2.586 3.616 9.768
H -1.889 4.980 -5.042
H 7.920 -2.952 -0.644
H -3.251 -4.121 -4.303
H 3.573 0.517 -0.566
H 3.594 -0.409 1.904
C -4.282 2.147 5.924
H -1.963 -2.302 -5.125
H -1.952 3.263 -6.552
```

## Properties
- largest force on an atom (eV/Å) = 4.57
- E (eV) = -206116.84183
- spin multiplicity = 1
- total charge = 0
- SMILES = CCCCCC[C@@]1(OCCOCC)OS(=O)(=O)O[C@@]1(CSCC)/C(Br)=C(/C)Br.CCCCCC.CCCCCC

# 9
Here is a gas-phase ion, C16H28N5OS (charge +1) in a non-equilibrium geometry from the OMol25 dataset. Energies are from ωB97M-V/def2-TZVPD.

```
51
Properties=species:S:1:pos:R:3
N -2.264 1.491 -0.295
H 0.590 -1.153 -2.151
H 7.176 0.283 1.684
C 6.058 1.758 0.586
C 4.694 1.096 0.770
H 4.583 0.487 -1.271
C -7.364 -1.823 0.563
H 6.097 2.244 -0.391
C -5.625 -0.095 0.142
C -0.998 1.029 -0.273
C 6.970 -0.383 -0.351
H 2.789 -0.409 -2.262
H -6.968 -2.459 -0.223
H 3.060 -2.417 0.720
H -7.558 -0.063 -0.678
H 6.197 2.526 1.347
S -4.994 1.532 -0.170
C 4.499 0.008 -0.289
H 3.898 1.836 0.681
H -7.485 0.283 1.044
H 0.822 -2.187 1.365
H 5.563 -1.519 0.811
C -7.074 -0.358 0.258
C 5.605 -1.045 -0.172
C 7.172 0.720 0.683
H 1.075 -0.526 1.948
H -2.369 2.488 -0.455
H -1.318 -1.058 -0.774
H 4.648 0.664 1.772
H -6.901 -2.113 1.501
C 1.154 -1.446 -1.266
C 1.279 -1.223 1.134
C -0.780 -0.468 -0.031
N -4.695 -0.969 0.248
H 7.755 -1.133 -0.255
H -1.184 -0.743 0.945
H 0.984 -2.508 -1.078
H 1.069 0.292 -0.221
N 0.673 -0.681 -0.099
O -0.028 1.743 -0.432
H 3.338 -1.030 1.784
H 7.036 0.043 -1.355
C 2.652 -1.127 -1.451
N -3.463 -0.506 0.107
C -3.422 0.767 -0.115
H -8.436 -1.977 0.635
C 2.799 -1.363 0.900
H 3.190 -2.050 -1.717
H 5.470 -1.820 -0.929
N 3.136 -0.518 -0.227
H 8.138 1.199 0.525
```

## Properties
- largest force on an atom (eV/Å) = 1.76
- E (eV) = -37373.96613
- spin multiplicity = 1
- total charge = +1
- SMILES = CCc1nnc(NC(=O)C[NH+]2CCN(C3CCCCC3)CC2)s1

# 10
Here is a molecular structure, C33H40Br2N2OP2W in a non-equilibrium geometry from the OMol25 dataset. Energies are from ωB97M-V/def2-TZVPD.

```
81
Properties=species:S:1:pos:R:3
H 2.959 -2.289 -2.303
H 4.630 -1.303 -1.300
P -0.037 0.204 2.727
W -0.336 0.035 0.356
C -1.514 -2.475 -0.416
H 0.830 1.494 -2.587
H -6.072 -1.837 -0.370
C 1.368 2.605 0.197
H 5.148 0.091 -0.342
H 0.942 0.390 -3.961
C 2.879 -2.315 0.758
C 3.733 3.808 -0.560
C -3.966 -2.300 -0.430
C -1.165 1.609 2.478
H -1.842 -2.175 2.268
H -2.549 1.391 4.124
H 3.393 0.002 4.169
H -2.407 -2.448 3.910
C 3.574 2.437 -0.731
C 1.521 3.967 0.389
H -3.917 3.316 3.478
H -1.512 3.931 -0.019
N -2.501 -0.449 0.171
C 2.063 -0.293 -2.247
H -1.706 0.100 5.389
H 3.459 -0.340 1.364
H -1.272 -1.539 5.843
C 2.719 4.562 0.010
H -2.812 -0.943 3.092
C -4.015 -3.665 -0.834
H -3.404 4.602 1.431
C 0.875 0.441 -2.874
C -2.863 -4.379 -1.006
H 1.884 -2.327 1.207
C -3.565 0.322 0.346
C -3.075 3.026 2.864
H 2.853 5.626 0.153
H 3.581 -2.770 1.459
H 1.199 -2.292 -2.165
C 2.399 1.818 -0.329
C 1.547 0.818 3.419
H 1.971 -1.874 -3.694
C -1.596 -3.785 -0.799
H 0.030 -1.856 3.779
C -0.751 -1.088 3.815
H 2.362 2.312 4.729
C 2.374 -0.341 3.985
C 4.701 -0.899 -0.290
H 2.425 -1.192 3.304
H 5.393 -1.535 0.264
C 2.050 -1.776 -2.611
H 1.975 -0.692 4.936
H 2.061 1.214 2.535
C -0.896 2.339 1.300
C -2.027 -1.690 3.225
H 0.727 4.563 0.818
H -2.908 -5.415 -1.310
H 4.654 4.285 -0.868
H 4.374 1.864 -1.179
H 2.844 -2.947 -0.129
Br -5.671 -4.496 -1.132
C -1.725 3.403 0.901
Br -0.049 -4.810 -1.032
H -3.387 1.346 0.646
H -0.027 -0.307 5.738
H 0.862 2.819 3.959
H 2.989 0.164 -2.612
C -0.942 -0.668 5.276
H -5.697 0.522 0.317
C -2.303 1.948 3.232
H -0.076 -0.038 -2.604
N 0.187 1.886 0.501
C -2.782 3.760 1.703
C -2.694 -1.740 -0.225
O -0.341 -1.813 -0.206
P 2.021 0.037 -0.436
C -4.866 -0.151 0.160
C 1.377 1.971 4.410
H 0.828 1.675 5.304
C -5.071 -1.454 -0.222
C 3.350 -0.895 0.426
```

## Properties
- energy relative to the best compared isomer or geometry (same formula, charge and spin) (kJ/mol) = 6.11
- largest force on an atom (eV/Å) = 1.17
- spin multiplicity = 1
- total charge = +2

# 11
Here is a molecular structure, C24H45AsO3PdSSb in a non-equilibrium geometry from the OMol25 dataset. Energies are from ωB97M-V/def2-TZVPD.

```
76
Properties=species:S:1:pos:R:3
H 3.768 -3.961 3.497
C 1.785 0.302 -3.140
C -1.830 1.452 -2.969
H -0.909 1.849 -4.884
H 3.658 -0.227 5.673
H -2.439 -0.579 -2.508
H -2.531 3.142 -1.811
H 3.737 -0.505 -2.769
C 1.683 -2.232 1.475
Pd -0.770 -0.128 0.219
H 2.123 -1.532 -4.204
H 1.559 -0.371 4.279
H -1.463 3.347 0.077
C 1.870 2.517 0.211
H -2.259 -2.991 2.519
H 1.740 1.552 0.712
C 0.730 4.146 -1.364
C 1.309 -1.038 -3.675
H 0.430 -4.588 1.157
C -4.441 -1.077 1.086
H -4.391 -1.787 0.259
H -3.807 2.092 -2.413
H -3.650 0.469 3.758
H 2.325 2.264 -3.875
H -4.976 -0.181 0.763
C 3.009 0.123 -2.256
H -2.101 1.249 3.344
C -2.801 2.103 -1.993
H -3.354 0.198 -3.814
C 3.081 -3.204 3.161
O 3.330 -2.228 5.256
As -2.639 -0.589 1.683
S 1.071 -2.198 -0.196
H 0.485 -0.910 -4.374
C -0.342 -4.530 0.391
C 1.848 -1.192 3.644
H 2.762 -0.368 -1.313
H -2.495 2.583 -4.668
O 0.545 -0.190 1.994
C -2.361 0.086 -3.377
C -2.304 -2.004 2.980
H -0.210 4.385 -1.860
H 2.189 -0.930 6.414
C -0.520 3.032 0.519
Sb 0.081 1.071 -1.805
C 1.302 -1.171 2.339
O -1.513 -2.601 -0.472
H 3.794 -1.391 7.015
H -1.285 -4.930 0.754
H 1.193 1.393 -4.917
C -0.509 -3.138 -0.082
H 1.505 4.033 -2.120
C 2.054 1.284 -4.262
H 0.991 4.996 -0.734
H -1.090 3.275 -3.863
H -0.230 3.790 1.248
C -3.038 0.858 2.941
C 3.226 -1.123 6.127
H -1.718 -0.382 -4.120
H 3.480 1.082 -2.053
H -4.982 -1.536 1.915
H 2.843 -4.012 1.208
H 2.088 3.254 0.985
H -0.025 -5.135 -0.463
C 0.591 2.897 -0.516
C 2.741 -2.166 4.046
H -2.832 1.554 -1.037
H 2.888 0.923 -4.865
C -1.560 2.342 -4.166
H -0.662 2.087 1.080
C 2.565 -3.219 1.887
H -1.363 -1.818 3.496
H -3.584 1.664 2.445
H 2.726 2.467 -0.461
H -3.113 -1.992 3.712
H 0.994 -1.701 -2.867
```

## Properties
- energy relative to the best compared isomer or geometry (same formula, charge and spin) (kJ/mol) = 87.17
- largest force on an atom (eV/Å) = 1.87
- spin multiplicity = 3
- ⟨S²⟩ = 2.008
- total charge = +1